1.
The following is a quantum chemistry calculation of a cluster of 5 separate species, C27H39Br4F3N2O18P2 in total at a distorted geometry, from OMol25.

Output
lowest unoccupied orbital energy	0.1	eV
E_HOMO	-8.71	eV
SMILES	CCOCC[C@@]1([PH2]=O)C(=O)N[C@](CC[C@](F)(Br)C(F)(F)Br)(/C(Br)=C(/C)Br)[C@]1(N)P(=O)(O)O.O=C1OCCO1.O=C1OCCO1.O=C1OCCO1.O=C1OCCO1

Cartesian coordinates (Å):
1 C -2.9248 1.3290 2.2697
2 C -2.8190 1.9952 0.8649
3 O -1.4760 2.4559 0.6645
4 C -0.6167 1.3812 0.2747
5 C -0.0984 1.7141 -1.1517
6 C 1.2348 1.0282 -1.5914
7 P 1.0995 -0.6992 -0.8759
8 O -0.1901 -1.2831 -1.3451
9 C 1.2641 0.7139 -3.1467
10 O 0.3893 0.7223 -3.9161
11 N 2.6630 0.3769 -3.4026
12 C 3.5984 0.9314 -2.3904
13 C 4.7773 1.8165 -2.9719
14 C 4.5943 2.2160 -4.4585
15 C 5.3310 3.5042 -4.8785
16 F 5.3023 3.5869 -6.2423
17 Br 7.1908 3.3816 -4.2770
18 C 4.7084 4.8335 -4.3672
19 F 4.8786 5.0082 -3.0363
20 F 5.4134 5.8380 -4.9412
21 Br 2.8585 5.1160 -4.8807
22 C 4.3267 -0.2554 -1.6838
23 Br 4.2883 -0.5183 0.2461
24 C 5.0063 -1.1952 -2.3348
25 C 5.6637 -2.3796 -1.6027
26 Br 5.2342 -1.2184 -4.2481
27 C 2.5480 1.8005 -1.5376
28 N 2.3704 2.9676 -2.4840
29 P 3.0750 2.6332 0.0294
30 O 2.5177 1.9036 1.1828
31 O 2.4875 4.1469 0.1398
32 O 4.6975 2.6441 0.2510
33 H -1.9084 1.2586 2.6682
34 H -3.4765 0.3855 2.2853
35 H -3.4713 2.0296 2.9451
36 H -3.1925 1.3625 0.0390
37 H -3.4535 2.8980 0.8819
38 H 0.1718 1.1827 1.0196
39 H -1.2507 0.4744 0.2437
40 H -0.0782 2.8178 -1.2331
41 H -0.8878 1.3890 -1.8533
42 H 2.1215 -1.5729 -1.3294
43 H 1.1941 -0.6905 0.5417
44 H 2.6430 -0.6443 -3.3558
45 H 5.7417 1.2937 -2.8960
46 H 4.8739 2.6857 -2.3006
47 H 3.5176 2.3976 -4.6370
48 H 4.8806 1.4367 -5.1772
49 H 6.3871 -2.0379 -0.8498
50 H 4.8269 -2.9247 -1.1260
51 H 6.1035 -3.0944 -2.3150
52 H 1.4573 3.4001 -2.3483
53 H 3.0289 3.7132 -2.2596
54 H 1.9411 4.1483 0.9475
55 H 5.1063 3.4284 -0.1580
56 C -3.1615 -4.0216 2.7276
57 C -2.1659 -4.1749 3.8385
58 O -1.3428 -3.0160 3.6948
59 C -2.0800 -2.0730 3.0423
60 O -1.7553 -0.9374 2.9063
61 O -3.2380 -2.6020 2.5674
62 H -4.1332 -4.4388 2.9771
63 H -2.8154 -4.4653 1.7925
64 H -2.6347 -4.1536 4.8259
65 H -1.5786 -5.0817 3.7450
66 C -1.5835 -8.4421 4.6107
67 C -1.9307 -9.5837 3.6902
68 O -3.1099 -9.1134 3.0378
69 C -3.0993 -7.7585 3.0919
70 O -3.8523 -7.0573 2.4967
71 O -2.1100 -7.3095 3.9171
72 H -0.5114 -8.3382 4.7656
73 H -2.0761 -8.5210 5.5820
74 H -1.1599 -9.7652 2.9380
75 H -2.1269 -10.5102 4.2258
76 C -2.9444 -1.2091 -4.7483
77 C -2.3303 -0.6597 -3.4878
78 O -3.3866 0.1504 -2.9553
79 C -4.5566 -0.3214 -3.4520
80 O -5.6338 0.0205 -3.0808
81 O -4.3381 -1.2391 -4.4330
82 H -2.5806 -2.2053 -4.9928
83 H -2.7927 -0.5542 -5.6104
84 H -2.0852 -1.4382 -2.7667
85 H -1.4382 -0.0620 -3.6778
86 C -5.4850 4.3810 5.9870
87 C -4.4035 5.4297 6.0498
88 O -3.5045 5.0149 5.0236
89 C -4.2119 4.2623 4.1375
90 O -3.8014 3.9006 3.0841
91 O -5.4515 3.9779 4.6194
92 H -6.4657 4.7715 6.2521
93 H -5.2659 3.5151 6.6159
94 H -4.7747 6.4293 5.8117
95 H -3.9026 5.4595 7.0156

Cartesian forces (eV/Å) of the 2 atoms listed first:
C -0.81 1.21 0.00
C -0.69 0.50 1.14

Results of the Löwdin charge analysis, in e, for atoms 1 through 4:
1. C -0.065
2. C -0.225
3. O -0.161
4. C -0.243



2.
The following is a quantum chemistry calculation of an isolated molecule of C12H19NOS at a distorted geometry, from OMol25.

Output
lowest unoccupied orbital energy	0.6	eV
E_HOMO	-8.91	eV
energy relative to the best compared isomer or geometry (same formula, charge and spin)	1.525	eV
SMILES	CC(C)c1cccc(C(C)C)c1[S@@H](=N)=O

Cartesian coordinates (Å):
1 C 0.6001 1.3508 -2.1047
2 C 0.9528 1.7788 -0.8466
3 C -0.0912 0.1642 -2.1997
4 C 0.6470 0.9600 0.2989
5 C -0.4591 -0.6699 -1.0478
6 C 0.0021 -0.2258 0.1297
7 C 0.0348 2.8704 1.8839
8 C 2.3845 1.9038 1.8338
9 C -0.4909 -2.9705 -2.1949
10 C -2.6059 -1.5811 -1.6635
11 C 0.9077 1.6197 1.6230
12 C -1.1759 -1.9309 -1.2705
13 N -0.4359 -0.6557 2.9164
14 O 0.0275 -2.6414 1.4544
15 S 0.2234 -1.2345 1.7009
16 H 0.9268 1.8875 -2.9065
17 H 1.2547 2.7601 -0.7571
18 H -0.3113 -0.1659 -3.2017
19 H 0.5457 3.8912 1.7409
20 H -0.4679 2.7559 2.8292
21 H -0.8380 2.8964 1.0810
22 H 2.4406 2.2494 2.8788
23 H 2.9276 2.4475 1.1135
24 H 2.9349 0.8741 1.9077
25 H -0.2830 -2.6462 -3.2218
26 H -1.1910 -3.8401 -2.2416
27 H 0.4891 -3.1603 -1.6945
28 H -2.7791 -0.8742 -2.4678
29 H -3.1834 -1.2750 -0.7921
30 H -3.0884 -2.5165 -2.0880
31 H 0.6560 0.9337 2.3662
32 H -1.2411 -2.4824 -0.3463
33 H -0.8026 -1.4601 3.5132
34 H 1.4896 -1.0131 1.7739

Cartesian forces (eV/Å) of the 2 atoms listed first:
C -0.56 -2.01 2.56
C -1.68 -2.70 1.43

Results of the natural (NBO) charge analysis, in e, for atoms 1 through 4:
1. C -0.210
2. C -0.198
3. C -0.149
4. C 0.020



3.
The following is a quantum chemistry calculation of an isolated molecule of CH3N4OP at a distorted geometry, from OMol25.

Output
lowest unoccupied orbital energy	0.4	eV
E_HOMO	-8.26	eV
energy relative to the best compared isomer or geometry (same formula, charge and spin)	1.511	eV
SMILES	[H]/N=N\P1C=NNO1

Cartesian coordinates (Å):
1 C 0.0758 -0.8007 -1.2274
2 N -1.1163 -0.9808 0.5380
3 N 1.7144 1.5036 0.1615
4 N -1.0676 -0.6076 -0.7029
5 N 1.7040 0.3885 -0.3054
6 O 0.1632 -1.2472 1.0883
7 P 1.3788 -1.2903 -0.0025
8 H 0.3263 -0.6337 -2.3314
9 H -1.7509 -0.4916 1.1887
10 H 1.4357 1.6248 1.2596

Cartesian forces (eV/Å) of the 2 atoms listed first:
C 0.42 -0.80 -2.76
N -1.25 -0.38 1.56

Results of the natural (NBO) charge analysis, in e, for atoms 1 through 4:
1. C -0.309
2. N -0.148
3. N -0.261
4. N -0.201



4.
The following is a quantum chemistry calculation of a structure of composition C28H42As3AuN3O2 at a distorted geometry, from OMol25.

Output
lowest unoccupied orbital energy	-3.2	eV
E_HOMO	-9.65	eV
net charge	+1

Cartesian coordinates (Å):
1 Au -0.2046 -0.1437 -0.2212
2 C -1.0860 6.2195 -5.6912
3 O -0.1216 5.1897 -5.5202
4 C 0.8426 5.3873 -4.5914
5 C 1.0900 6.6055 -3.9736
6 C 2.0958 6.6954 -3.0175
7 C 2.8144 5.5781 -2.6290
8 C 2.5922 4.3643 -3.2924
9 C 1.6252 4.2738 -4.2683
10 N 3.7569 5.7687 -1.5638
11 N 4.1804 4.8179 -0.8698
12 C 3.4651 3.6441 -0.5485
13 C 4.2392 2.5424 -0.2652
14 C 3.7025 1.2465 -0.1859
15 C 2.3520 1.0396 -0.3171
16 O 1.8200 -0.1795 -0.3437
17 C 1.5134 2.1942 -0.3866
18 N 0.1629 1.9710 -0.3265
19 C -0.6678 2.9908 -0.3705
20 C -0.2224 4.3159 -0.4108
21 C 1.1215 4.5637 -0.4656
22 C 2.0432 3.4968 -0.4969
23 H -1.8855 5.7895 -6.2858
24 H -0.6623 7.0736 -6.2230
25 H -1.4834 6.5488 -4.7287
26 H 0.5169 7.4853 -4.2278
27 H 2.3064 7.6408 -2.5315
28 H 3.1896 3.4962 -3.0450
29 H 1.4422 3.3443 -4.7932
30 H 5.3087 2.6957 -0.1881
31 H 4.3451 0.3855 -0.0541
32 H -1.7250 2.7639 -0.3410
33 H -0.9386 5.1247 -0.3822
34 H 1.4753 5.5845 -0.4620
35 C -3.5166 0.3918 -1.4157
36 As -2.5526 -0.2425 0.1337
37 C -3.3692 -1.9737 0.3461
38 C -3.2918 0.9122 1.5153
39 C -2.9523 0.7910 3.0151
40 C -3.2470 -0.6178 3.5337
41 C -1.4825 1.1690 3.2970
42 As -0.0567 -0.1532 2.9300
43 C 0.0392 -1.0585 4.6566
44 C 1.4043 1.1079 3.2382
45 C -3.8177 1.8403 3.7469
46 As -5.7992 1.8635 3.9419
47 C -6.0267 0.4163 5.2443
48 C -6.5358 0.8911 2.3992
49 H -4.5864 0.3173 -1.2291
50 H -3.2566 -0.2345 -2.2668
51 H -3.2586 1.4221 -1.6504
52 H -4.4256 -1.8114 0.5514
53 H -2.9220 -2.5466 1.1522
54 H -3.2606 -2.5214 -0.5871
55 H -4.3581 0.7525 1.3761
56 H -3.0773 1.9315 1.1854
57 H -2.5580 -1.3489 3.1052
58 H -4.2637 -0.9272 3.2923
59 H -3.1319 -0.6550 4.6184
60 H -1.3773 1.4310 4.3524
61 H -1.2190 2.0666 2.7279
62 H -0.1182 -0.3571 5.4762
63 H 1.0331 -1.4951 4.7458
64 H -0.6899 -1.8639 4.7171
65 H 1.3161 1.5508 4.2302
66 H 1.3828 1.9008 2.4895
67 H 2.3590 0.5899 3.1596
68 H -3.5684 2.8264 3.3443
69 H -3.5019 1.8703 4.7942
70 H -5.4039 0.6100 6.1176
71 H -5.7886 -0.5661 4.8416
72 H -7.0668 0.4172 5.5679
73 H -6.3843 1.4443 1.4724
74 H -7.6110 0.8347 2.5709
75 H -6.1570 -0.1278 2.3011
76 C -0.2089 -2.1969 -0.2693
77 H -0.6157 -2.6051 0.6501
78 H 0.8438 -2.4578 -0.3624
79 H -0.7637 -2.5674 -1.1305

Cartesian forces (eV/Å) of the 2 atoms listed first:
Au 0.15 -0.14 0.13
C 0.08 0.00 -0.08

Results of the Löwdin charge analysis, in e, for atoms 1 through 4:
1. Au 0.914
2. C -0.071
3. O -0.074
4. C -0.285



5.
The following is a quantum chemistry calculation of an isolated molecule of C2H5NO at a distorted geometry, from OMol25.

Output
lowest unoccupied orbital energy	0.8	eV
E_HOMO	-8.86	eV
energy relative to the best compared isomer or geometry (same formula, charge and spin)	3.508	eV
SMILES	C=[N+](C)[O-]

Cartesian coordinates (Å):
1 C -1.0565 -0.3656 0.1465
2 C 1.3155 0.4066 0.1954
3 O 0.0332 0.2745 -1.6867
4 N 0.1983 0.2992 -0.4301
5 H -1.8418 -0.4692 -0.6055
6 H -0.7777 -1.3615 0.5031
7 H -1.4039 0.2540 0.9766
8 H 2.2025 0.6499 -0.3637
9 H 1.3304 0.3123 1.2645

Cartesian forces (eV/Å) of the 2 atoms listed first:
C 0.66 0.73 1.46
C 0.04 0.61 0.46

Results of the natural (NBO) charge analysis, in e, for atoms 1 through 4:
1. C -0.431
2. C -0.219
3. O -0.536
4. N 0.121